1.
{
  "formula": "C51H47N6P2S2ScSi",
  "method": "the ωB97M-V functional and the def2-TZVPD basis",
  "species": ["Sc", "C", "Si", "C", "C", "C", "C", "C", "C", "P", "C", "C", "C", "C", "C", "C", "C", "C", "C", "C", "C", "C", "C", "C", "C", "C", "C", "C", "P", "C", "C", "C", "C", "C", "C", "C", "C", "C", "C", "C", "C", "H", "H", "H", "H", "H", "H", "H", "H", "H", "H", "H", "H", "H", "H", "H", "H", "H", "H", "H", "H", "H", "H", "H", "H", "H", "H", "H", "H", "H", "H", "H", "C", "C", "N", "N", "C", "N", "S", "C", "C", "C", "C", "C", "N", "H", "H", "H", "H", "H", "H", "H", "H", "H", "H", "N", "C", "S", "C", "C", "C", "N", "C", "C", "H", "H", "H", "H", "H", "H"],
  "coordinates": [[-0.948, 0.524, -0.640], [-2.404, -2.872, -0.188], [-0.784, -2.028, 0.354], [-0.522, -2.742, 2.109], [0.419, -3.773, 2.250], [0.427, -4.626, 3.341], [-0.550, -4.499, 4.314], [-1.454, -3.457, 4.228], [-1.410, -2.530, 3.176], [-2.764, -1.290, 3.231], [-2.916, -0.887, 5.029], [-4.123, -0.306, 5.412], [-4.302, 0.174, 6.703], [-3.274, 0.070, 7.628], [-2.073, -0.525, 7.261], [-1.892, -1.001, 5.971], [-2.076, 0.390, 2.759], [-1.162, 1.115, 3.531], [-1.064, 2.492, 3.417], [-1.891, 3.187, 2.540], [-2.774, 2.486, 1.734], [-2.848, 1.096, 1.828], [0.576, -2.845, -0.736], [0.496, -4.219, -0.981], [1.419, -4.875, -1.784], [2.454, -4.158, -2.365], [2.550, -2.791, -2.155], [1.626, -2.134, -1.344], [1.579, -0.321, -1.181], [2.674, 0.408, -2.434], [2.137, 1.413, -3.240], [2.933, 2.089, -4.156], [4.275, 1.763, -4.272], [4.821, 0.771, -3.465], [4.032, 0.104, -2.543], [2.431, 0.143, 0.458], [3.655, 1.123, 0.442], [4.971, 0.577, 0.891], [5.054, -0.600, 1.505], [3.851, -1.395, 1.786], [2.649, -1.056, 1.324], [-2.429, -3.909, 0.159], [-2.524, -2.874, -1.277], [-3.273, -2.365, 0.244], [1.160, -3.931, 1.476], [1.169, -5.413, 3.406], [-0.610, -5.205, 5.133], [-2.209, -3.346, 4.998], [-4.930, -0.229, 4.690], [-5.246, 0.623, 6.986], [-3.409, 0.443, 8.635], [-1.272, -0.615, 7.985], [-0.952, -1.467, 5.703], [-0.579, 0.608, 4.289], [-0.374, 3.038, 4.052], [-1.869, 4.272, 2.522], [-3.467, 3.016, 1.091], [-3.606, 0.558, 1.270], [-0.314, -4.789, -0.534], [1.324, -5.939, -1.961], [3.181, -4.656, -2.995], [3.336, -2.243, -2.654], [1.085, 1.657, -3.152], [2.504, 2.863, -4.782], [4.899, 2.283, -4.988], [5.873, 0.524, -3.552], [4.484, -0.629, -1.884], [3.769, 1.632, -0.514], [5.848, 1.187, 0.700], [6.010, -0.982, 1.840], [3.956, -2.286, 2.395], [1.773, -1.636, 1.588], [-0.629, 5.101, -1.120], [-0.477, 3.641, -0.840], [-1.378, 2.793, -1.153], [-2.556, 3.248, -1.637], [-3.631, 2.412, -1.757], [-4.770, 3.002, -2.099], [-3.551, 0.753, -1.522], [0.681, 3.080, -0.074], [1.796, 3.943, 0.287], [2.816, 3.479, 1.015], [2.872, 2.060, 1.428], [1.589, 1.248, 1.163], [0.581, 1.851, 0.288], [-1.085, 5.269, -2.096], [0.324, 5.617, -1.123], [-1.252, 5.573, -0.351], [-2.696, 4.242, -1.712], [-4.857, 3.994, -2.252], [-5.589, 2.430, -2.222], [1.798, 4.971, -0.041], [3.646, 4.126, 1.277], [3.226, 1.950, 2.453], [1.074, 0.896, 2.055], [-1.214, -2.138, -7.616], [-0.909, -0.890, -7.239], [-0.412, 0.265, -8.300], [-0.975, -0.601, -5.775], [-0.773, -1.585, -4.814], [-0.758, -1.241, -3.473], [-0.947, 0.006, -3.036], [-1.177, 0.946, -3.966], [-1.193, 0.697, -5.316], [-1.173, -2.355, -8.598], [-1.646, -2.805, -7.000], [-0.583, -2.614, -5.091], [-0.576, -2.001, -2.724], [-1.344, 1.955, -3.610], [-1.359, 1.498, -6.023]],
  "atomic_forces_ev_per_a": [[-0.05, -0.34, -0.78], [0.00, 0.10, -0.01], [0.03, -0.01, -0.04], [0.07, 0.14, -0.14], [-0.03, 0.09, 0.04], [0.06, -0.08, 0.02], [-0.01, -0.05, -0.04], [0.05, 0.13, -0.04], [-0.16, -0.17, 0.32], [0.04, 0.20, -0.07], [0.07, -0.05, -0.19], [-0.04, -0.04, -0.05], [-0.01, 0.02, -0.01], [-0.03, -0.01, -0.01], [0.05, -0.01, -0.01], [-0.07, 0.14, 0.04], [-0.09, -0.08, 0.05], [0.02, -0.12, -0.05], [0.13, 0.06, -0.02], [0.05, 0.05, -0.08], [0.09, -0.02, -0.06], [0.07, -0.07, 0.03], [-0.15, -0.03, 0.16], [-0.02, -0.02, -0.02], [-0.05, -0.01, 0.02], [0.02, 0.01, -0.04], [0.03, 0.01, -0.03], [-0.07, 0.01, -0.12], [0.42, -0.33, 0.51], [-0.28, 0.18, -0.01], [0.12, -0.06, 0.02], [-0.04, 0.01, -0.02], [0.00, -0.01, -0.03], [0.07, -0.02, 0.00], [0.02, 0.04, 0.02], [-0.16, 0.10, -0.37], [-0.01, -0.04, 0.16], [0.01, 0.16, -0.14], [-0.02, -0.06, 0.07], [0.06, -0.02, -0.02], [-0.05, 0.08, 0.12], [-0.01, 0.04, -0.04], [-0.01, 0.02, 0.05], [0.04, -0.07, 0.00], [-0.02, -0.02, -0.02], [-0.03, 0.03, 0.00], [0.02, 0.05, -0.01], [0.07, -0.08, -0.03], [0.02, 0.00, 0.04], [0.03, -0.02, -0.01], [0.00, -0.02, -0.03], [-0.03, -0.02, -0.03], [0.02, 0.04, 0.01], [0.03, -0.04, 0.00], [-0.07, -0.05, -0.01], [0.00, -0.04, -0.01], [0.01, 0.01, -0.05], [-0.05, 0.02, 0.05], [0.08, 0.01, -0.03], [0.02, 0.03, 0.01], [-0.04, 0.02, 0.02], [-0.02, -0.02, 0.00], [0.06, 0.05, -0.02], [0.02, -0.04, 0.01], [-0.02, -0.03, 0.03], [-0.05, 0.01, 0.02], [0.00, 0.00, -0.01], [-0.06, 0.00, -0.09], [0.00, -0.12, 0.03], [-0.02, 0.02, -0.03], [-0.02, 0.06, 0.01], [0.05, -0.05, -0.02], [0.11, 0.06, 0.14], [0.10, 0.39, -0.16], [-0.27, -0.22, 0.40], [-0.20, -0.03, -0.28], [0.06, -0.33, 0.01], [-0.04, 0.12, -0.05], [0.15, 0.07, 0.20], [0.29, -0.16, 0.21], [0.05, 0.34, -0.05], [0.03, -0.11, 0.03], [-0.04, -0.04, -0.08], [0.20, -0.24, 0.12], [-0.19, 0.32, 0.19], [0.03, 0.02, -0.04], [0.00, 0.03, -0.01], [0.01, -0.02, -0.03], [-0.02, 0.16, 0.02], [-0.02, -0.01, -0.04], [-0.05, -0.01, 0.00], [-0.01, -0.04, 0.03], [-0.06, 0.02, -0.04], [-0.02, -0.03, -0.01], [-0.17, -0.01, 0.04], [-0.07, -0.05, 0.13], [0.13, 0.29, -0.36], [-0.06, -0.12, 0.22], [0.02, -0.09, 0.20], [0.04, -0.01, -0.21], [-0.03, -0.08, 0.12], [-0.07, 0.04, 0.30], [-0.04, 0.00, -0.02], [-0.02, 0.02, -0.09], [0.00, -0.03, -0.03], [-0.02, 0.02, 0.01], [0.02, 0.03, 0.06], [-0.02, 0.01, -0.02], [-0.02, 0.03, 0.03], [0.02, -0.01, -0.03]],
  "lowdin_charge": [0.6993, -0.2196, 0.5964, -0.2982, -0.1155, -0.0628, -0.0580, -0.1156, -0.3844, 1.1204, -0.3918, -0.1034, -0.0710, -0.0699, -0.0661, -0.1181, -0.3605, -0.0846, -0.0620, -0.0805, -0.1065, -0.1849, -0.3483, -0.0950, -0.0481, -0.0531, -0.0650, -0.3789, 1.1070, -0.3491, -0.0976, -0.0585, -0.0519, -0.0459, -0.1028, -0.3728, -0.1844, -0.0426, -0.0574, -0.0353, -0.0660, 0.0407, 0.0232, 0.0110, 0.0898, 0.1118, 0.1153, 0.1036, 0.0999, 0.1093, 0.1105, 0.1101, 0.1026, 0.1118, 0.1178, 0.1104, 0.1015, 0.0599, 0.1109, 0.1160, 0.1150, 0.0879, 0.0653, 0.1121, 0.1169, 0.1189, 0.1155, 0.1308, 0.1196, 0.1126, 0.1158, 0.0751, 0.0198, -0.2153, 0.0093, 0.0089, -0.7976, 0.1454, 0.7683, -0.1825, 0.0134, 0.0391, -0.1470, -0.2138, 0.0182, 0.0988, 0.0836, 0.1200, 0.1389, 0.1312, 0.1220, 0.1052, 0.1388, 0.1687, 0.1391, 0.1022, -0.8239, 0.7289, -0.2034, 0.0325, -0.1037, -0.0603, -0.1624, -0.0121, 0.1101, 0.1086, 0.1255, 0.0918, 0.0962, 0.0994],
  "total_charge": 2,
  "e_above_lowest_ev": 2.200,
  "multiplicity": 1,
  "gap_ha": 0.1887,
  "e_homo_ev": -11.909
}

---

2.
{
  "formula": "C51H48AsNO5RhS",
  "method": "the ωB97M-V functional and the def2-TZVPD basis",
  "species": ["Rh", "O", "C", "C", "C", "C", "C", "C", "N", "H", "H", "H", "H", "H", "H", "H", "C", "C", "C", "C", "C", "C", "C", "C", "C", "C", "H", "H", "H", "H", "H", "H", "H", "O", "As", "C", "C", "C", "C", "C", "C", "C", "C", "C", "C", "C", "C", "C", "C", "C", "C", "C", "C", "H", "H", "H", "H", "H", "H", "H", "H", "H", "H", "H", "H", "H", "H", "H", "C", "C", "C", "C", "C", "C", "C", "S", "O", "O", "O", "H", "H", "H", "H", "H", "H", "H", "C", "C", "C", "C", "C", "C", "C", "C", "C", "C", "H", "H", "H", "H", "H", "H", "H", "H", "H", "H", "H", "H"],
  "coordinates": [[13.563, 12.981, 12.346], [11.550, 17.116, 13.763], [12.060, 15.947, 13.207], [11.450, 14.641, 13.779], [10.286, 14.683, 14.529], [9.765, 13.549, 15.118], [10.555, 12.427, 15.221], [11.772, 12.440, 14.533], [12.128, 13.444, 13.725], [10.833, 17.471, 13.166], [13.127, 15.953, 13.485], [11.908, 15.856, 12.055], [9.793, 15.694, 14.776], [8.796, 13.619, 15.546], [10.239, 11.590, 15.859], [12.472, 11.597, 14.667], [8.831, 11.359, 7.316], [9.487, 10.411, 8.230], [10.422, 10.866, 9.120], [10.749, 12.211, 9.270], [11.741, 12.715, 10.148], [11.627, 14.077, 10.443], [10.675, 14.925, 9.917], [9.677, 14.458, 9.095], [9.816, 13.145, 8.645], [8.909, 12.696, 7.570], [8.279, 10.864, 6.502], [9.222, 9.363, 8.279], [10.867, 10.130, 9.791], [12.360, 14.448, 11.198], [10.675, 15.972, 10.184], [8.846, 15.085, 8.658], [8.296, 13.401, 7.007], [9.877, 17.990, 12.001], [9.317, 19.562, 11.702], [7.747, 19.722, 12.883], [7.951, 19.232, 14.185], [6.919, 19.330, 15.100], [5.779, 20.075, 14.800], [5.661, 20.624, 13.552], [6.616, 20.457, 12.542], [8.556, 19.686, 9.925], [9.018, 20.716, 9.109], [9.050, 20.417, 7.743], [8.370, 19.365, 7.134], [7.794, 18.401, 8.024], [7.875, 18.594, 9.401], [10.634, 20.841, 12.173], [10.329, 22.192, 11.998], [11.066, 23.169, 12.616], [12.053, 22.780, 13.544], [12.262, 21.432, 13.814], [11.596, 20.418, 13.098], [8.873, 18.645, 14.389], [7.118, 18.904, 16.125], [5.026, 20.299, 15.618], [4.796, 21.270, 13.380], [6.454, 20.817, 11.516], [9.556, 21.540, 9.536], [9.671, 21.092, 7.201], [8.430, 19.147, 6.095], [7.115, 17.557, 7.707], [7.677, 17.858, 10.166], [9.653, 22.577, 11.271], [10.828, 24.175, 12.336], [12.739, 23.578, 13.993], [12.940, 21.146, 14.617], [11.876, 19.417, 13.110], [15.234, 13.417, 19.727], [15.432, 13.458, 18.211], [16.269, 14.465, 17.638], [16.593, 14.503, 16.267], [15.961, 13.580, 15.441], [15.073, 12.615, 15.998], [14.873, 12.472, 17.360], [16.105, 13.679, 13.669], [15.855, 12.260, 13.189], [17.374, 14.268, 13.348], [14.935, 14.472, 13.103], [15.663, 12.550, 20.256], [14.184, 13.426, 20.012], [15.693, 14.353, 20.163], [16.685, 15.305, 18.276], [17.500, 15.053, 15.924], [14.701, 11.897, 15.255], [14.371, 11.598, 17.733], [15.041, 12.327, 9.543], [14.024, 11.263, 10.036], [13.613, 10.647, 8.653], [12.773, 11.826, 10.824], [14.931, 10.304, 10.888], [14.655, 9.872, 12.192], [15.616, 9.136, 12.911], [16.865, 8.892, 12.365], [17.218, 9.393, 11.101], [16.191, 10.003, 10.374], [14.564, 13.284, 9.223], [15.583, 11.952, 8.670], [15.906, 12.475, 10.247], [13.139, 11.399, 8.046], [12.766, 9.932, 8.770], [14.495, 10.204, 8.120], [12.212, 11.135, 11.433], [13.718, 9.937, 12.676], [15.403, 8.657, 13.876], [17.552, 8.193, 12.885], [18.261, 9.324, 10.737], [16.458, 10.345, 9.350]],
  "atomic_forces_ev_per_a": [[1.00, -0.73, -0.59], [-0.84, 0.21, 0.01], [0.44, -1.21, -1.40], [0.07, -0.29, 0.92], [-0.77, 2.14, 0.20], [0.55, 0.31, -0.04], [0.26, -0.56, -0.02], [-0.76, -0.40, 0.40], [-0.76, 1.41, 1.57], [0.32, -0.25, 0.12], [-0.26, -0.42, -0.57], [0.42, 0.73, 2.06], [0.77, -1.68, -0.97], [-0.64, -0.14, 0.59], [0.33, 0.27, -0.52], [-0.35, 0.49, -0.45], [0.47, -3.39, 1.26], [-1.29, 1.36, -1.92], [0.45, -0.72, 0.68], [-1.34, 0.88, -0.38], [0.38, -0.46, -0.58], [1.11, 0.40, 0.67], [0.54, 1.07, 1.39], [-0.70, 0.08, -1.47], [-1.49, -0.68, -1.21], [1.31, 0.18, 0.99], [-0.12, 0.71, 0.33], [-0.03, -0.04, -0.54], [0.13, 0.22, -0.13], [-0.38, 0.11, -0.96], [0.08, 0.17, 0.31], [1.16, -0.56, 0.60], [0.35, 0.07, 0.20], [-0.53, 1.78, -0.62], [-1.25, -3.08, 0.41], [1.22, 0.85, 0.10], [-0.02, -0.85, -0.81], [0.80, -0.23, 1.60], [-0.16, -0.06, 1.64], [-0.93, 1.00, -0.86], [0.02, -0.61, 0.36], [0.64, 1.19, 0.07], [0.11, -2.18, -0.45], [-0.37, 1.08, -0.12], [0.09, -1.33, 2.70], [-1.64, 0.33, -0.46], [1.25, -0.01, 0.44], [-0.64, 0.36, 0.55], [0.78, -0.02, -0.10], [0.84, -0.70, 0.73], [0.52, 1.43, 0.04], [0.10, -0.48, 0.03], [-0.37, 2.89, -0.70], [-0.74, 0.58, -0.02], [-0.56, 0.49, -1.16], [0.90, -0.43, -1.28], [0.17, -0.28, -0.21], [0.13, 0.00, 0.60], [0.23, 0.27, -0.25], [0.05, 0.39, -0.95], [-0.01, 0.13, -0.64], [1.29, 0.89, -0.08], [-0.61, -0.62, -0.46], [-0.91, -0.32, -0.32], [0.32, 0.57, 0.24], [-1.24, -1.32, -0.38], [0.14, 0.05, -0.39], [0.25, -1.74, 0.67], [0.50, 1.14, 0.21], [0.62, 0.25, -0.23], [-0.20, 0.29, 0.69], [0.66, -0.74, 0.52], [-1.10, 0.10, 0.74], [0.87, -0.03, -1.33], [0.97, 1.34, -0.14], [-1.45, -1.99, -2.38], [0.53, 2.19, 1.08], [0.15, 0.00, 0.44], [1.58, 0.20, 1.30], [0.12, 0.21, -0.54], [-0.18, 0.06, -0.18], [-0.44, -1.05, -0.32], [-0.43, -1.38, -0.55], [-1.30, 0.03, 0.04], [-0.05, 0.20, 0.55], [-0.34, -0.01, 0.23], [0.70, 1.40, 0.44], [0.14, -0.61, -0.79], [-0.66, -1.47, 0.82], [0.84, 1.23, -1.16], [-0.92, 0.14, 0.20], [1.30, -1.05, -0.30], [0.01, -0.33, -0.55], [0.87, -0.61, 0.04], [-0.84, -0.17, 0.50], [1.50, 0.30, -0.89], [0.25, -0.63, 0.47], [-0.40, 0.05, -0.16], [-1.17, 0.47, -0.15], [0.19, 0.67, -0.31], [0.95, -0.05, -0.07], [-0.88, 0.25, 0.47], [0.14, -1.12, 0.36], [-1.08, 0.60, 0.10], [-0.20, 0.46, -0.36], [-0.30, 0.84, -0.16], [-0.90, -0.16, 0.00], [-0.31, -0.29, 0.90]],
  "lowdin_charge": [1.0666, -0.1207, -0.2093, -0.1752, -0.0174, -0.0791, -0.0662, -0.1343, -0.0452, -0.0028, 0.1082, 0.1149, 0.1404, 0.0938, 0.1071, 0.1039, -0.1519, -0.1393, -0.1352, -0.1521, -0.2290, -0.1311, -0.1462, -0.1116, -0.1644, -0.1015, 0.0734, 0.0677, 0.0925, 0.0467, 0.0702, 0.0981, 0.0804, -0.4601, 1.2501, -0.2758, -0.0943, -0.0942, -0.1062, -0.1134, -0.0875, -0.3141, -0.0923, -0.0881, -0.0499, -0.0512, -0.0988, -0.2854, -0.1246, -0.0856, -0.0751, -0.0620, -0.0439, 0.1123, 0.1211, 0.1244, 0.1030, 0.1068, 0.0701, 0.0925, 0.0921, 0.1250, 0.1064, 0.0845, 0.0975, 0.1272, 0.1100, 0.0740, -0.0698, -0.2525, -0.0477, -0.0601, -0.2612, -0.0597, -0.0379, 0.5378, -0.3992, -0.3044, -0.4581, 0.0759, 0.0657, 0.0810, 0.1187, 0.1274, 0.0932, 0.1065, -0.0918, -0.4378, -0.0520, -0.2366, -0.1736, -0.0701, -0.1058, -0.1247, -0.0757, -0.0723, 0.0980, 0.0556, 0.0897, 0.0761, 0.0724, 0.0845, 0.0787, 0.0746, 0.0991, 0.0978, 0.1031, 0.1091],
  "total_charge": -1,
  "e_above_lowest_ev": 3.678,
  "multiplicity": 5,
  "gap_ha": [0.0668, 0.1961],
  "e_homo_ev": [-0.188, -3.706],
  "s2": 6.026
}

---

M in g mol⁻¹, matching the order above: 943.10, 964.84
Maximum force in eV/A, matching the order above: 0.849, 3.646
E_tot in eV, matching the order above: -131405.2354, -140068.5677